Entry 1:
Formula: C14H14FN5O
Source: the Open Molecules 2025 dataset
Level of theory: the ωB97M-V functional and the def2-TZVPD basis

## Properties
structure (SMILES)	CCCc1n[nH]c(=O)c2c1nnn2Cc1ccccc1F
LUMO energy	0.0183	Eh
net charge	0
HOMO energy	-9.08	eV

Cartesian coordinates (Å):
C 5.03385 0.58819 1.06392
C 4.71465 0.47765 -0.42136
H 4.44274 1.45941 -0.80897
H 5.59923 0.12850 -0.95721
C 3.56824 -0.49501 -0.68734
C 2.24454 -0.01169 -0.19293
N 2.04540 1.24214 0.04667
N 0.85068 1.67617 0.46923
C -0.30857 0.96621 0.71441
O -1.32795 1.50897 1.09194
C -0.07923 -0.43604 0.45111
N -0.85581 -1.54126 0.52984
N -0.14767 -2.60127 0.15772
N 1.04165 -2.25894 -0.15182
C 1.15808 -0.91956 0.00602
C -2.23398 -1.63987 0.92008
C -3.09788 -0.71103 0.10625
C -4.11753 0.01355 0.70875
C -4.90766 0.89917 0.00224
C -4.67552 1.07149 -1.35043
C -3.67302 0.35250 -1.97858
C -2.89272 -0.53149 -1.25516
H -2.11112 -1.08874 -1.75209
H -3.49379 0.48238 -3.03487
H -5.27861 1.76720 -1.91307
H -5.68103 1.44519 0.51827
F -4.35656 -0.16488 2.02373
H -2.52499 -2.68500 0.77272
H -2.32961 -1.38864 1.98169
H 0.81257 2.67783 0.62505
H 3.76715 -1.46466 -0.22511
H 3.47303 -0.66979 -1.76359
H 4.17179 0.96373 1.60844
H 5.86429 1.27129 1.22360
H 5.30534 -0.38371 1.47082



Entry 2:
Formula: C14H14FNNi
Source: the Open Molecules 2025 dataset
Level of theory: the ωB97M-V functional and the def2-TZVPD basis

## Properties
⟨S²⟩	2.020
2S+1	3
LUMO energy (alpha / beta)	0.2122 / 0.2103	Eh
net charge	-2
HOMO energy (alpha / beta)	2.16 / 1.12	eV

Cartesian coordinates (Å):
C -1.95256 -0.47612 -1.16883
C -0.76367 -0.76162 -1.91110
C -0.05211 0.46055 -2.10895
C -0.78980 1.49936 -1.46904
C -1.97217 0.92715 -0.89692
Ni -0.22893 0.07269 -0.14712
C 0.40762 -1.87422 0.31879
C -0.54279 -1.72863 1.44042
C -1.27347 -2.72258 2.07160
N -0.70606 -0.39154 1.62986
H 0.86955 0.58597 -2.66961
H -0.46855 -1.72576 -2.31505
H -0.52915 2.54715 -1.47532
H -2.75513 1.47491 -0.38264
H -2.73086 -1.18796 -0.90774
H 0.21359 -2.69476 -0.36989
H -1.43763 -0.09197 2.27722
H 1.45306 -1.71805 0.58456
H -1.13342 -3.74247 1.74040
H -1.99918 -2.45557 2.82860
F 3.98428 3.79222 2.39741
C 3.04679 2.96048 1.83444
C 3.30178 1.59359 1.79317
C 2.32923 0.74740 1.21414
C 1.15749 1.28411 0.72888
C 0.90105 2.63960 0.81410
C 1.86263 3.51343 1.35645
H 4.22459 1.18432 2.19616
H 2.51816 -0.31914 1.16520
H -0.04276 3.04650 0.45684
H 1.68357 4.58463 1.39662



Entry 3:
Formula: C14H14IN3O2RuS2Se2
Source: the Open Molecules 2025 dataset
Level of theory: the ωB97M-V functional and the def2-TZVPD basis

## Properties
⟨S²⟩	6.031
2S+1	5
LUMO energy (alpha / beta)	-0.0138 / -0.0931	Eh
energy relative to the best compared isomer or geometry (same formula, charge and spin)	4.64	kcal/mol
net charge	0
HOMO energy (alpha / beta)	-7.70 / -8.16	eV

Cartesian coordinates (Å):
Ru -0.36287 -0.94621 0.18142
O -3.24628 4.02405 0.77790
C -2.33889 4.16605 -0.30038
C -1.53476 2.86156 -0.45631
C -0.68986 3.05282 -1.72204
O 0.52817 2.32874 -1.62445
C -0.67075 2.74974 0.79985
Se 0.40821 1.15616 1.09445
C -2.54945 1.72252 -0.57204
Se -2.03240 -0.01654 -1.30550
H -3.75618 4.83347 0.86927
H -1.64374 4.99452 -0.11876
H -2.86981 4.35972 -1.24051
H -0.46606 4.11988 -1.84838
H -1.26742 2.72112 -2.59075
H 0.95018 2.30801 -2.48881
H -1.30439 2.84693 1.68234
H 0.06572 3.55406 0.82415
H -3.34902 2.03683 -1.24613
H -3.01252 1.54260 0.39557
S -0.81450 -2.05744 2.21022
C -1.02455 -3.49037 1.24539
S -0.88199 -3.09055 -0.45575
C -1.20394 -4.75236 1.72192
C -1.33102 -5.86114 0.83402
N -1.42839 -6.75749 0.11975
C -1.23639 -4.99902 3.12701
N -1.25257 -5.19397 4.26053
I 4.66045 -0.96598 -3.34486
C 3.83526 -1.37379 -1.48890
C 4.59635 -1.91494 -0.46167
C 3.98972 -2.16507 0.75699
C 2.64720 -1.87089 0.91229
N 1.91938 -1.35162 -0.07820
C 2.49706 -1.10576 -1.25416
H 5.64397 -2.13721 -0.61368
H 4.54365 -2.58794 1.58288
H 2.11907 -2.05858 1.83922
H 1.86333 -0.68186 -2.02390



Entry 4:
Formula: C14H14N2O3PbS
Source: the Open Molecules 2025 dataset
Level of theory: the ωB97M-V functional and the def2-TZVPD basis

## Properties
LUMO energy	0.1621	Eh
energy relative to the best compared isomer or geometry (same formula, charge and spin)	12.84	kcal/mol
net charge	-2
HOMO energy	0.86	eV

Cartesian coordinates (Å):
C -0.45114 1.31886 -2.30338
C 0.95630 1.54964 -2.14177
C 1.13291 2.42235 -1.00923
C -0.16514 2.71259 -0.47056
C -1.13858 2.03804 -1.27476
Pb 0.80442 -0.32965 0.36070
N -1.14606 -1.54688 -0.43276
C -0.42659 -2.78135 -0.73815
C 1.02849 -2.35979 -0.83659
H 2.07713 2.80488 -0.64222
H 1.74016 1.18496 -2.79410
H -0.38176 3.33883 0.38651
H -2.21295 2.08814 -1.14780
H -0.91982 0.75196 -3.09679
H 1.30948 -1.93443 -1.79715
H -0.52534 -3.57968 0.04040
H -2.01756 -1.77763 0.07900
H 1.75814 -2.99850 -0.33483
H -0.80873 -3.24923 -1.67704
O 0.82516 -1.99790 2.50067
C 0.25151 -1.06980 3.10964
N -0.15994 0.05283 2.46137
S -0.82149 1.29330 3.39069
O 0.03699 2.44569 3.41292
O -2.22016 1.46696 3.12589
C -0.59293 0.31627 4.82874
C -0.87297 0.75712 6.11409
C -0.58761 -0.09102 7.18752
C -0.01028 -1.34782 6.94826
C 0.25601 -1.74981 5.64102
C -0.05165 -0.92465 4.55421
H -1.30388 1.73617 6.28916
H -0.79532 0.22012 8.21061
H 0.24064 -1.99378 7.79871
H 0.72207 -2.71150 5.47262



Entry 5:
Formula: C14H14N2S
Source: the Open Molecules 2025 dataset
Level of theory: the ωB97M-V functional and the def2-TZVPD basis

## Properties
structure (SMILES)	C[C@H]1CN/C(=N\c2cccc3ccccc23)S1
LUMO energy	0.0222	Eh
energy relative to the best compared isomer or geometry (same formula, charge and spin)	36.19	kcal/mol
net charge	0
HOMO energy	-7.25	eV

Cartesian coordinates (Å):
N -0.42362 -0.02162 1.25252
S 0.74269 -1.60648 3.00211
C 0.72754 -0.61051 1.54360
C -2.73294 1.16341 -3.06888
C -0.11983 3.41611 0.36716
C -2.58289 -0.09143 -2.42328
C 0.24346 2.19710 0.88033
C -2.19056 2.31817 -2.53456
C -0.88912 3.44677 -0.73200
C -1.68104 -0.17707 -1.39315
C -0.25876 0.96439 0.32529
C -1.32689 2.22924 -1.36448
C -1.05318 0.96345 -0.80548
N 1.78564 -0.66378 0.75192
C 1.33781 -3.73887 1.46238
C 2.70331 -1.78368 1.12629
C 2.01997 -2.61700 2.16625
H -3.24340 1.29167 -3.93779
H 0.15267 4.29346 0.93590
H -3.17286 -0.93889 -2.66019
H 0.73845 2.21379 1.85675
H -2.55354 3.29613 -2.95749
H -1.18438 4.45398 -1.09681
H -1.60556 -1.16234 -0.90226
H 1.68753 -0.15549 -0.17748
H 2.01057 -4.29858 0.81174
H 0.62924 -3.29772 0.76962
H 0.76231 -4.46500 2.09349
H 3.54509 -1.30602 1.57555
H 3.04566 -2.45107 0.30811
H 2.88663 -2.86207 2.82485



Entry 6:
Formula: C14H14N2SYb
Source: the Open Molecules 2025 dataset
Level of theory: the ωB97M-V functional and the def2-TZVPD basis

## Properties
LUMO energy	-0.3422	Eh
net charge	+2
HOMO energy	-12.87	eV

Cartesian coordinates (Å):
C -4.74165 -1.36539 -1.56147
N -3.55832 -2.21489 -1.74010
C -2.32117 -1.55223 -2.04016
C -1.66166 -0.72929 -0.94862
C -2.17460 -0.64606 0.33632
C -1.53903 0.07877 1.32651
C -0.37488 0.75362 1.01893
C 0.13657 0.68615 -0.26646
C -0.48219 -0.05498 -1.23967
N 1.35212 1.43410 -0.54097
C 2.35099 1.13739 0.42341
C 3.60693 0.67408 0.04000
C 4.60950 0.40763 0.96613
C 4.36981 0.63555 2.32529
C 3.12324 1.08803 2.73918
C 2.09839 1.30654 1.78729
S 0.46672 1.71214 2.26368
H -5.48020 -1.57756 -2.33000
H -5.21414 -1.52538 -0.59317
H -4.47376 -0.30967 -1.61456
H -3.45828 -2.88836 -0.99624
H -2.48457 -0.90607 -2.90387
H -1.59045 -2.30036 -2.35704
H -3.08880 -1.17068 0.57140
H -1.93737 0.11679 2.33009
H -0.05577 -0.09246 -2.23340
H 1.09030 2.42100 -0.45392
H 3.82149 0.46738 -1.00814
H 5.55957 -0.00126 0.64772
H 5.13359 0.41601 3.05691
H 2.89748 1.21950 3.78840
Yb 4.02016 2.77996 -0.79344



Entry 7:
Formula: C14H14N3O3Pd
Source: the Open Molecules 2025 dataset
Level of theory: the ωB97M-V functional and the def2-TZVPD basis

## Properties
LUMO energy	-0.1162	Eh
energy relative to the best compared isomer or geometry (same formula, charge and spin)	0.00	kcal/mol
net charge	+1
HOMO energy	-12.76	eV

Cartesian coordinates (Å):
Pd -0.61770 0.29039 -0.65419
O -4.41987 0.07166 0.30973
C -3.27766 0.36631 0.09106
O -2.46606 -0.30336 -0.70419
C -2.65155 1.61414 0.68579
C -3.31102 2.38409 1.61900
C -2.66061 3.49008 2.14689
C -1.38162 3.79578 1.70762
C -0.78410 2.98390 0.76049
N -1.40789 1.91517 0.26730
H -4.31304 2.09744 1.90628
H -3.14438 4.10435 2.89416
H -0.84644 4.65382 2.08767
H 0.20049 3.19160 0.36388
C 3.54676 1.38860 -1.35365
C 2.40197 0.69115 -0.68529
O 1.24844 1.14691 -0.80706
N 2.67883 -0.41695 0.00689
C 1.70088 -1.17979 0.77451
C 0.93487 -2.16665 -0.06801
C 1.17472 -3.52430 0.00309
C 0.42974 -4.39028 -0.78621
C -0.53491 -3.86606 -1.62509
C -0.72627 -2.49636 -1.64588
N -0.00363 -1.66528 -0.88784
H 3.20206 2.33333 -1.76097
H 3.91766 0.76696 -2.17041
H 4.36470 1.56049 -0.65505
H 3.61837 -0.77545 -0.05784
H 1.00154 -0.47918 1.23263
H 2.22955 -1.68656 1.57807
H 1.93162 -3.89907 0.67842
H 0.59757 -5.45751 -0.73567
H -1.14617 -4.49803 -2.25234
H -1.48684 -2.04133 -2.26381